No. 1
Formula: C26H64Cd2F12N4O8P2S2
Source: the OMol25 dataset
Level of theory: ωB97M-V with the def2-TZVPD basis set

```
120
Properties=species:S:1:pos:R:3:forces:R:3
Cd 1.57794 0.52252 -1.39147 2.33 0.43 -4.64
Cd -0.70274 -0.11403 3.23498 -3.00 -0.13 4.46
S 0.40731 0.10099 0.89858 0.00 -0.59 1.66
O -0.24018 -1.08054 1.51998 1.05 -1.67 -4.32
O 1.82063 -0.04381 0.49705 1.83 -1.85 3.33
O -0.13342 0.50614 -0.40505 -4.89 0.39 0.48
O 0.27197 1.08260 1.96912 1.51 3.33 -2.44
P 0.17095 2.92104 5.28253 1.49 0.85 0.77
F 0.65402 4.39857 5.73063 -0.22 -0.50 -0.02
F 1.70946 2.49970 5.05915 -0.36 -0.21 -0.39
F 0.24226 2.29797 6.76971 0.05 0.23 -0.27
F -0.31887 1.40157 4.73853 -0.07 0.50 0.71
F -1.34259 3.33114 5.58144 -0.67 -0.20 -0.60
F 0.05020 3.39531 3.72607 -0.15 0.00 0.39
P 1.19945 -1.92270 4.86825 1.23 -2.58 0.53
F 1.27253 -3.02630 3.64576 0.51 -0.04 0.02
F -0.41643 -1.91270 4.56767 -0.77 -0.29 1.08
F 1.08856 -3.16068 5.87310 -0.34 0.27 0.13
F 1.02582 -0.89899 6.09070 -0.12 0.06 -1.32
F 2.80038 -1.89398 4.99406 -0.29 0.19 -0.19
F 1.27529 -0.82262 3.66370 1.72 0.99 0.86
C 0.92902 -2.71823 -1.71222 -1.00 0.41 -0.89
C 2.00181 -2.18349 -2.62242 0.32 0.21 -0.27
N 1.76527 -0.77264 -3.12672 0.10 -0.68 -0.98
C 0.53510 -0.65178 -3.93338 -2.03 -0.73 0.05
C 0.03391 0.78057 -4.15497 0.69 -0.07 0.38
C 2.91450 -0.41907 -3.98950 1.47 -1.02 -1.02
C 3.02459 -1.15057 -5.35666 -0.28 -0.25 -0.20
H 0.00336 -2.78690 -2.29205 -0.06 -0.09 0.14
H 0.70584 -2.02340 -0.90561 0.17 -0.41 0.42
H 1.11964 -3.74026 -1.39690 0.35 0.18 0.37
H 2.96117 -2.14718 -2.10209 0.01 -0.02 -0.02
H 2.11630 -2.82614 -3.49645 0.01 -0.12 0.08
H 0.58908 -1.24035 -4.85267 0.50 0.36 -0.23
H -0.28283 -1.18749 -3.44234 0.19 0.19 0.49
H 0.78128 1.33527 -4.71868 -0.16 0.31 -0.05
H -0.94209 0.89786 -4.62343 0.12 -0.59 -0.38
H -0.14025 1.25985 -3.18635 0.29 0.13 0.07
H 3.83389 -0.77347 -3.51840 -0.13 0.51 0.69
H 3.00058 0.64852 -4.17212 -0.21 0.09 0.24
H 2.80852 -2.21938 -5.30199 -0.51 0.12 0.17
H 4.04527 -1.21322 -5.73957 0.14 0.71 0.29
H 2.41475 -0.69687 -6.13674 -0.07 -0.10 0.00
C -4.32635 -1.11034 -5.11466 -1.04 -1.07 -0.04
C -4.85754 -1.56915 -3.74312 0.95 -0.70 0.21
N -4.14803 -0.93310 -2.63961 -0.79 1.06 0.38
C -4.30027 -1.56720 -1.32513 1.69 -0.33 -0.36
C -3.34281 -2.79097 -1.31399 -1.26 -0.85 0.08
C -4.45095 0.49275 -2.58965 0.61 0.59 -1.58
C -3.39992 1.33088 -1.88709 -0.20 0.30 0.44
H -3.24069 -1.05156 -5.15687 -0.01 0.56 0.31
H -4.88243 -0.24639 -5.47078 0.53 0.31 -0.08
H -4.55352 -1.91499 -5.82151 -0.18 0.08 -0.07
H -5.94928 -1.48700 -3.65880 -0.08 0.28 -0.14
H -4.64241 -2.63717 -3.65264 -0.08 0.00 -0.03
H -5.32617 -1.78841 -1.01110 -0.15 -0.35 -0.35
H -3.95070 -0.85500 -0.57538 0.15 0.09 -0.07
H -2.38048 -2.62979 -1.79425 0.03 0.58 0.25
H -3.78612 -3.61189 -1.88803 -0.10 0.08 -0.09
H -3.21138 -3.24167 -0.33040 0.14 0.32 0.14
H -4.36916 0.89221 -3.60748 -0.13 -0.53 -0.22
H -5.48908 0.76791 -2.35315 -0.01 -0.28 0.67
H -3.58041 1.39365 -0.81216 0.34 0.12 0.02
H -2.39366 0.96770 -2.09176 -0.04 -0.39 0.21
H -3.40650 2.33328 -2.32224 -0.25 0.13 0.33
C -2.65183 -0.15529 6.05511 -0.63 -0.82 0.49
C -3.28828 0.43428 4.80879 1.28 2.61 0.82
N -2.80932 -0.12075 3.50683 -2.92 0.15 1.43
C -3.27686 0.79538 2.42219 -0.10 -0.38 -1.15
C -2.94023 2.27772 2.53379 -0.44 -0.06 0.78
C -3.53116 -1.41352 3.42327 -0.42 -1.03 -1.09
C -2.94279 -2.37194 2.41732 0.70 -0.13 -0.82
H -3.00104 -1.17132 6.26169 0.24 -0.16 -0.27
H -2.97478 0.36078 6.96155 -0.02 0.48 -0.29
H -1.56547 -0.14298 6.06859 0.00 0.05 -0.22
H -4.36022 0.63613 4.92530 -0.33 -1.23 -0.55
H -2.99319 1.48991 4.79954 0.52 -0.15 0.07
H -2.85825 0.45604 1.46752 0.14 -0.37 0.16
H -4.35672 0.66528 2.28795 -0.06 0.06 0.23
H -3.75577 2.77099 3.06537 0.07 0.24 -0.16
H -2.05213 2.49613 3.11765 0.34 -0.06 -0.14
H -2.83312 2.71024 1.54129 -0.02 0.01 0.01
H -4.57550 -1.22459 3.14562 0.04 0.29 0.05
H -3.59325 -1.95195 4.36644 0.39 0.52 0.30
H -2.00475 -2.80834 2.76634 -0.07 -0.05 0.14
H -2.68478 -1.88423 1.47388 -0.11 0.17 0.04
H -3.60962 -3.18703 2.13356 -0.16 0.03 0.35
C 0.71192 3.73285 -0.43150 -1.17 0.19 -0.23
C 2.12728 3.16882 -0.42679 -0.26 1.05 0.39
N 2.53140 2.41621 -1.64788 0.88 0.67 -0.80
C 2.24774 3.21537 -2.86747 -1.93 1.60 0.09
C 2.99926 4.55780 -3.00393 1.47 -0.83 0.13
C 3.99821 2.15488 -1.64226 0.42 -0.30 0.84
C 4.46290 1.10811 -0.61516 -0.03 1.31 0.58
H 0.28413 3.88782 0.56229 0.80 0.17 0.30
H -0.09196 3.09177 -0.81402 0.50 -0.37 -0.48
H 0.62895 4.68168 -0.96357 0.09 -0.02 -0.03
H 2.82668 4.00722 -0.37267 -0.03 0.01 0.41
H 2.20288 2.61246 0.50710 0.49 -0.53 -0.35
H 2.29869 2.64469 -3.78998 0.65 -0.34 0.15
H 1.18341 3.46112 -2.82508 -0.06 -0.11 0.10
H 4.03491 4.26930 -3.20926 0.10 0.42 -0.12
H 2.71398 5.22174 -3.81649 -0.53 -0.40 -0.13
H 3.05857 5.17406 -2.10766 -0.38 -0.18 0.13
H 4.48947 3.10977 -1.43829 0.11 -0.10 0.05
H 4.31797 1.83379 -2.63357 -0.22 0.09 -0.14
H 4.36538 0.07418 -0.93571 0.19 -0.05 0.01
H 3.97255 1.24945 0.34882 -0.52 -0.24 -0.14
H 5.47206 1.38120 -0.30080 0.33 -0.60 -0.60
C 4.56761 -2.92406 2.57084 -0.66 1.51 0.21
C 3.51455 -2.56999 1.52164 -0.48 -1.10 0.40
O 4.22855 -2.28342 0.30706 0.92 0.25 -0.43
S 5.78319 -2.75141 0.35346 -1.12 -0.36 1.37
O 6.61181 -1.58494 0.34240 -0.44 -0.59 0.09
O 6.01550 -3.80439 -0.57846 -0.06 0.47 0.17
O 5.66358 -3.42959 1.83296 0.95 -0.05 -1.31
H 4.18019 -3.63818 3.29138 0.26 -0.26 -0.18
H 4.86272 -2.02259 3.11311 0.15 -0.10 0.03
H 2.85873 -1.75330 1.80189 0.29 0.22 -0.11
H 2.89291 -3.44995 1.34453 -0.03 0.06 -0.18
```
Forces are in eV/Å.

## Properties
- energy above the lowest of the compared OMol25 structures with the same formula, charge and spin (eV) = 0.0000
- strongest force on any atom (eV/A) = 5.38
- highest occupied orbital energy (eV) = -9.15
- energy (eV) = -132337.034
- spin multiplicity = 1

=====

No. 2
Formula: C3H3ClFNO
Source: the OMol25 dataset
Level of theory: ωB97M-V with the def2-TZVPD basis set

```
10
Properties=species:S:1:pos:R:3:forces:R:3
O -2.62002 0.54705 -0.00142 1.25 3.31 -0.59
N -1.14471 0.82440 -0.27946 -0.49 -4.58 2.02
C -0.59370 -0.34776 0.12095 -3.48 2.75 -1.30
C 0.75446 -0.75554 -0.04215 3.34 0.71 0.02
C 1.89299 0.02005 -0.04475 -2.53 -0.94 -0.01
F 3.06488 -0.57391 -0.09699 0.50 -0.02 -0.11
Cl 1.99107 1.72066 0.02703 -0.05 -0.32 0.04
H -2.99082 1.49662 -0.05062 0.78 -2.23 0.07
H -1.34973 -1.10281 0.48567 1.07 0.73 -0.33
H 0.99560 -1.82875 -0.11827 -0.39 0.59 0.20
```
Forces are in eV/Å.

## Properties
- energy above the lowest of the compared OMol25 structures with the same formula, charge and spin (eV) = 2.7865
- strongest force on any atom (eV/A) = 5.03
- SMILES = O/N=C/C=C(/F)Cl
- highest occupied orbital energy (eV) = -9.08
- energy (eV) = -21933.935
- spin multiplicity = 1

=====

No. 3
Formula: C39H57ClN3O16P
Source: the OMol25 dataset
Level of theory: ωB97M-V with the def2-TZVPD basis set

```
117
Properties=species:S:1:pos:R:3:forces:R:3
C -0.60872 -2.35478 0.45742 0.94 -0.39 -0.77
N -1.46896 -1.15342 0.14792 -0.25 0.88 1.27
C -2.83144 -1.50481 -0.38911 -0.98 0.31 -0.37
C -1.55805 -0.20195 1.36006 -4.24 -3.62 2.93
O -2.50116 -0.54124 2.25089 5.79 2.83 -4.91
C -0.45327 0.97375 1.45447 0.93 -1.58 -0.05
C -0.90245 2.51486 1.28988 0.74 -0.37 -1.36
C -0.54531 2.85476 -0.31178 1.41 1.14 -4.13
C 0.34354 4.14224 -0.81797 -1.58 -3.02 -2.81
C 0.64983 4.30861 -2.42676 -1.43 -2.23 1.52
N 0.19974 3.40381 -3.53996 -1.49 -0.78 5.98
C -0.66007 2.25309 -3.09338 0.57 1.30 2.79
C -1.09788 1.87446 -1.55147 2.60 3.57 -1.10
C -2.40520 3.08841 1.44702 -2.77 2.65 0.79
C -3.06934 4.00883 0.21518 0.34 0.97 0.78
N -3.58796 2.26197 1.84539 0.13 -0.19 0.27
C -2.18858 4.30706 2.57491 -2.60 0.76 2.93
O -3.03479 4.79417 3.48277 5.94 -2.83 -6.35
O -0.74916 4.66638 2.34753 -2.68 -1.24 2.10
C -0.07829 3.32755 2.46433 0.30 1.10 -2.70
C 1.50459 3.66993 2.31002 1.12 -0.13 -0.07
P -0.33214 2.93204 4.30466 0.62 -0.63 2.64
O 1.01836 1.98237 4.97065 -2.69 -0.83 -0.78
Cl -1.99112 1.59865 4.64937 1.48 0.66 -0.67
H 0.49507 -1.99357 0.64331 -2.22 -0.75 -0.17
H -0.98538 -3.02917 1.33668 0.50 1.35 -1.45
H -0.58114 -3.01462 -0.52060 -0.11 1.29 1.97
H -3.44276 -0.50331 -0.48848 1.12 -1.87 0.25
H -3.44226 -2.22152 0.30284 1.16 1.23 -1.28
H -2.76067 -1.96673 -1.48444 0.16 0.95 2.60
H 0.16536 0.78635 2.45906 -1.66 0.56 -1.92
H 0.35186 0.76620 0.59473 -1.98 0.30 1.85
H 0.76202 4.93601 -0.07249 -0.95 -1.74 -1.61
H 1.33284 5.23627 -2.73320 -1.70 -2.32 0.56
H -1.06383 1.53038 -3.95503 1.08 1.89 2.09
H -1.78143 0.94029 -1.39778 1.58 1.92 -0.12
H -3.31044 3.34208 -0.71459 0.58 1.50 1.81
H -2.40513 4.95706 -0.02684 -1.21 -2.16 0.08
H -4.06420 4.45504 0.70304 2.16 -1.17 -1.25
H -4.32634 2.83351 2.35004 1.57 -0.76 -0.96
H -4.03677 1.77607 1.03256 0.74 0.86 1.02
H 2.01182 2.84525 1.63634 -1.03 1.78 1.22
H 1.69769 4.76739 1.87879 -0.75 -2.62 0.77
H 2.12008 3.66436 3.33323 -1.71 -0.16 -2.00
H 0.63814 1.15070 5.41819 0.72 1.74 -1.10
O -4.03605 5.21995 -2.12567 0.41 2.08 -0.08
C -3.52195 6.31129 -2.30692 -1.09 -1.86 0.02
C -2.36806 6.58698 -3.22274 0.53 0.07 0.04
C -1.91765 7.95042 -2.76276 0.82 0.35 -0.21
C -3.19328 8.56228 -2.24573 0.02 0.77 0.07
O -3.95185 7.47052 -1.72764 -0.04 -0.86 0.02
H -2.72750 6.60408 -4.25537 0.02 -0.17 0.07
H -1.57953 5.84111 -3.09902 -0.36 -0.15 -0.22
H -1.44389 8.54328 -3.54965 -0.09 -0.01 0.15
H -1.19876 7.84191 -1.94152 -0.10 0.06 -0.11
H -3.77361 9.04577 -3.03858 0.02 -0.04 0.06
H -3.00401 9.28978 -1.45104 -0.26 -0.19 -0.05
O 2.80231 -2.22393 0.19291 -0.30 -1.44 0.72
C 2.84682 -3.43239 0.35362 0.33 1.49 -0.17
C 3.45274 -4.41447 -0.60271 -0.14 -0.32 -0.35
C 2.88926 -5.72378 -0.11116 -0.07 -0.75 -0.51
C 2.69473 -5.46758 1.36038 -0.05 -0.87 0.43
O 2.38301 -4.07904 1.46308 0.03 1.08 -0.54
H 4.54168 -4.37931 -0.50901 -0.07 0.23 -0.05
H 3.14509 -4.20573 -1.62993 0.28 0.26 0.18
H 3.53384 -6.58241 -0.31712 -0.12 0.10 0.12
H 1.91840 -5.90753 -0.58727 0.13 -0.04 0.11
H 3.60222 -5.66570 1.94036 -0.08 0.05 -0.04
H 1.87376 -6.06130 1.77286 0.13 0.26 0.09
O 1.31832 -7.82670 3.86632 -1.63 1.08 0.24
C 0.48347 -7.03098 4.26386 1.47 -1.21 -0.86
C 0.64700 -6.11360 5.43767 -0.15 0.03 0.53
C -0.77241 -5.67672 5.69809 -0.29 0.38 0.80
C -1.39683 -5.75079 4.32932 -0.68 0.48 -0.08
O -0.72659 -6.82213 3.66692 0.79 -0.53 0.06
H 1.28479 -5.27364 5.14870 0.09 -0.15 0.02
H 1.06780 -6.64256 6.29589 0.26 0.11 -0.34
H -0.84870 -4.68556 6.15300 -0.07 -0.13 -0.11
H -1.26062 -6.39501 6.36796 0.04 0.14 -0.10
H -1.24352 -4.83284 3.75223 -0.02 -0.08 0.02
H -2.46887 -5.96223 4.38083 0.22 -0.07 -0.24
O -3.46020 -4.15617 -1.51328 -2.01 -0.52 0.36
C -4.65858 -4.37902 -1.56227 2.13 0.06 0.12
C -5.45731 -4.56504 -2.81671 -0.35 0.29 -0.32
C -6.87160 -4.41144 -2.31712 -0.74 0.19 -0.56
C -6.77235 -4.89136 -0.89278 -0.68 -0.20 0.32
O -5.45768 -4.53681 -0.46649 0.80 0.26 -0.33
H -5.27228 -5.56734 -3.21291 0.14 0.13 -0.03
H -5.20902 -3.80287 -3.55891 0.27 -0.33 0.06
H -7.60676 -4.96468 -2.90756 0.05 0.07 0.16
H -7.15344 -3.35156 -2.33271 0.00 -0.18 0.02
H -6.88496 -5.97756 -0.81129 0.03 0.08 0.01
H -7.51198 -4.40888 -0.24720 0.30 -0.12 0.07
O 5.53791 -0.26840 -6.19904 -1.72 1.12 0.32
C 4.70306 0.52732 -5.80150 1.63 -1.32 -0.94
C 4.86659 1.44470 -4.62769 -0.17 0.05 0.53
C 3.44718 1.88158 -4.36726 -0.28 0.39 0.81
C 2.82276 1.80751 -5.73603 -0.70 0.41 -0.05
O 3.49300 0.73617 -6.39843 0.72 -0.49 0.06
H 5.50438 2.28466 -4.91665 0.09 -0.16 0.02
H 5.28739 0.91574 -3.76947 0.26 0.10 -0.33
H 3.37090 2.87274 -3.91236 -0.11 -0.15 -0.10
H 2.95898 1.16329 -3.69740 0.02 0.16 -0.10
H 2.97607 2.72546 -6.31313 -0.02 -0.07 0.02
H 1.75072 1.59607 -5.68453 0.22 -0.03 -0.20
O 6.37749 -2.85107 0.41000 0.53 1.79 0.35
C 6.45797 -1.71674 0.85160 -0.07 -1.94 -0.48
C 5.47468 -1.07502 1.78300 -0.44 0.34 -0.02
C 5.84173 0.38341 1.67495 -0.53 0.68 0.27
C 7.31316 0.33066 1.35710 0.36 0.64 0.13
O 7.49142 -0.86220 0.59480 -0.38 -0.75 -0.23
H 5.63497 -1.46121 2.79343 -0.05 -0.11 -0.09
H 4.44760 -1.25540 1.45744 0.23 -0.32 0.17
H 5.61643 0.95928 2.57648 0.09 -0.02 -0.13
H 5.29748 0.83798 0.83819 0.09 -0.04 0.13
H 7.93112 0.26465 2.25872 -0.02 -0.01 -0.07
H 7.63487 1.19537 0.76938 0.13 -0.30 0.00
```
Forces are in eV/Å.

## Properties
- strongest force on any atom (eV/A) = 9.14
- SMILES = CN(C)C(=O)C[C@@]1(c2ccncc2)[C@@](C)(N)C(=O)O[C@@]1(C)P(O)Cl.O=C1CCCO1.O=C1CCCO1.O=C1CCCO1.O=C1CCCO1.O=C1CCCO1.O=C1CCCO1
- highest occupied orbital energy (eV) = -8.66
- energy (eV) = -100397.369
- spin multiplicity = 1

=====

No. 4
Formula: C6H8
Source: the OMol25 dataset
Level of theory: ωB97M-V with the def2-TZVPD basis set

```
14
Properties=species:S:1:pos:R:3:forces:R:3
C -1.60357 1.15347 0.07053 -0.02 0.05 -0.03
C -0.86397 -0.11843 0.44672 -0.05 0.03 0.17
C -0.53579 -1.12067 -0.65998 0.02 -0.12 -0.15
C 0.50793 -0.31849 -0.01926 -0.20 -0.06 0.07
C 1.80263 -0.06174 0.26269 -0.03 0.12 0.07
C 2.86842 -0.50227 -0.57145 0.00 -0.25 0.20
H -1.33842 1.48392 -0.93982 0.01 -0.08 0.16
H -1.38085 1.97348 0.76064 0.00 -0.15 -0.07
H -2.68280 0.97166 0.09230 0.13 0.04 -0.01
H -1.10908 -0.51656 1.43059 0.01 -0.01 -0.14
H -0.88920 -0.92187 -1.67063 0.19 0.11 0.17
H -0.54196 -2.17658 -0.39498 0.10 0.15 -0.10
H 1.95801 0.49822 1.19027 0.02 0.18 -0.15
H 3.80867 -0.34414 0.00239 -0.17 0.01 -0.20
```
Forces are in eV/Å.

## Properties
- energy above the lowest of the compared OMol25 structures with the same formula, charge and spin (eV) = 4.6636
- strongest force on any atom (eV/A) = 0.32
- highest occupied orbital energy (spin up / spin down) (eV) = -8.08 / -8.18
- energy (eV) = -6346.120
- spin multiplicity = 1